44
Properties=species:S:1:pos:R:3 method="wB97M-V/def2-TZVPD" e_homo_ev=-7.593 relative_energy_ev=0.389 spin_multiplicity=1 e_tot_ha=-1258.273631 homo_lumo_gap_ev=10.075 molar_mass_g_mol=295.2 max_force_ev_per_a=2.6 total_charge=-1
O -2.670 0.770 1.666
O -3.375 -0.304 -1.283
O -1.337 3.110 -1.497
O 0.999 1.332 2.721
O 1.274 0.163 -1.113
O 1.564 2.505 -2.054
O 0.689 -0.679 0.842
O -2.034 -1.988 1.176
O -0.691 0.722 -0.200
O 0.985 -2.633 -1.429
O 3.242 -1.457 0.842
O -0.691 1.178 -3.740
O 3.637 0.177 -2.386
O 0.709 -3.426 1.168
O -1.461 3.206 1.318
O 0.165 -1.596 3.568
C 0.486 0.003 -0.141
H -0.137 1.954 -3.799
H 2.336 -1.173 0.656
H 0.308 -2.789 -2.044
H 1.525 2.885 -1.182
H -2.153 2.761 -1.152
H 0.755 -3.041 0.281
H 1.809 1.159 3.199
H -2.899 -0.182 1.726
H -1.224 3.299 0.358
H -3.527 0.608 -1.284
H 0.421 -1.613 2.664
H -0.850 2.298 -1.595
H -2.569 -0.494 -0.791
H -0.133 -2.455 3.845
H 2.760 0.113 -2.027
H 1.073 -1.659 -1.372
H -3.138 1.185 2.388
H 4.174 -0.313 -1.783
H -2.081 2.478 1.312
H 0.814 0.512 2.255
H 1.498 1.567 -1.786
H -0.116 0.406 -3.622
H -1.149 -1.648 1.113
H 3.654 -0.624 1.043
H -2.213 -2.525 0.392
H -1.344 0.564 0.491
H 0.915 -4.357 1.260